Entry a
The following is a quantum chemistry calculation of a cluster of 2 separate species, C2H4N3O in total, from the OMol25 dataset.

Orbital gap = 12.16 eV
Lowest unoccupied orbital energy = -5.2 eV
HOMO energy = -0.637 Eh
Net charge = +1

XYZ file:
```
10
C2H4N3O | the OMol25 dataset | the ωB97M-V functional and the def2-TZVPD basis
H 0.980 0.754 -0.791
H 1.703 -0.804 -0.629
N -1.344 -0.850 -1.804
N -1.979 0.264 0.365
N -0.249 -0.747 -1.543
H -2.587 1.364 2.181
H 0.185 -0.529 0.301
C -2.198 0.892 1.291
O -2.343 -1.009 -2.272
C 0.670 -0.327 -0.603
```

Atomic partial charges in e from the natural (NBO) method, atoms 1 to 6:
1 H 0.2850
2 H 0.2917
3 N 0.6555
4 N -0.4577
5 N 0.0440
6 H 0.2697

Entry b
The following is a quantum chemistry calculation of a cluster of 2 separate species, C2H4N3O in total, from the OMol25 dataset.

Orbital gap = 12.34 eV
Lowest unoccupied orbital energy = -4.9 eV
HOMO energy = -0.632 Eh
Net charge = +1

XYZ file:
```
10
C2H4N3O | the OMol25 dataset | the ωB97M-V functional and the def2-TZVPD basis
C -0.883 -0.090 -1.263
H -0.484 0.232 -2.251
C 1.924 -1.041 1.335
N -0.552 0.836 -0.325
N -0.651 1.355 0.663
H 2.310 -1.971 1.432
H -0.208 -0.981 -1.043
N 1.230 -0.133 1.266
H -1.952 -0.105 -1.440
O -0.734 1.898 1.628
```

Atomic partial charges in e from the natural (NBO) method, atoms 1 to 6:
1 C -0.4951
2 H 0.2834
3 C 0.1994
4 N 0.0490
5 N 0.6673
6 H 0.2389

So which one is most stable? That would be entry a, about 0.315 eV below the next structure.

Entry a
The following is a quantum chemistry calculation of a structure of composition C23H25As2BCrF7N4O3S3Se, from the OMol25 dataset.

Orbital gap (alpha / beta) = 4.75 / 5.77 eV
Lowest unoccupied orbital energy (alpha / beta) = 4.0 / 3.6 eV
Expectation value of S² = 8.80
2S+1 = 6
HOMO energy (alpha / beta) = -0.027 / -0.080 Eh
Net charge = -2

XYZ file:
```
70
C23H25As2BCrF7N4O3S3Se | the OMol25 dataset | the ωB97M-V functional and the def2-TZVPD basis
H 5.741 -2.275 4.453
H 3.678 -3.145 3.289
C -4.779 -1.364 -4.108
As -3.130 0.990 -0.286
S -2.077 0.795 3.207
Se 1.127 -2.874 0.995
C 2.375 -0.119 -1.565
H -1.390 2.132 -1.781
H -2.937 3.004 -1.872
H -4.339 2.743 1.009
H 7.068 0.375 4.160
N 2.828 -1.301 3.089
As -1.020 -0.620 -2.214
C 3.809 -2.084 3.500
H -0.962 -2.898 -3.443
C -0.381 -0.017 -3.977
C -2.246 2.482 -1.209
C -4.693 2.068 0.230
H -1.872 3.171 -0.453
F -1.170 2.668 4.874
C 2.797 -2.444 -0.873
H 0.707 -0.102 -3.991
O -1.268 -0.183 3.884
H -0.643 1.034 -4.105
F 2.380 3.426 -0.108
H -2.749 -1.970 -4.372
C -2.311 2.124 4.464
S -2.481 -2.376 1.289
C 2.097 -1.194 -0.709
S 1.693 1.098 2.833
H -0.810 -0.601 -4.792
F 0.624 1.935 0.185
C 5.020 -0.229 4.283
H 4.326 -3.478 -1.974
H -5.140 -1.955 -4.942
Cr -0.062 0.097 1.211
N 2.446 -3.467 -0.054
H -5.891 0.710 -1.681
F 0.214 4.215 0.007
C -5.663 -0.606 -3.351
O -1.373 1.531 2.128
H 4.835 -1.540 -3.441
N 1.152 -1.197 0.267
N 4.048 0.575 3.891
F -2.949 1.634 5.541
F -3.082 3.106 3.955
F 0.911 2.999 -1.835
C -3.428 -1.362 -3.784
H -1.133 -3.097 -1.680
C -2.943 -0.627 -2.706
H 0.437 -2.676 -2.368
C 3.788 -2.543 -1.866
B 1.055 3.189 -0.441
H 3.570 0.581 -3.188
H 6.559 -0.091 5.786
C -0.640 -2.530 -2.470
H 1.844 0.817 -1.450
C 2.947 0.024 3.302
C 6.243 0.422 4.875
C -1.396 -1.306 1.210
C 4.060 -1.459 -2.685
C -3.836 0.144 -1.939
C 3.353 -0.261 -2.540
H -5.470 1.440 0.664
C -5.190 0.132 -2.274
H -6.721 -0.604 -3.590
H 6.026 1.466 5.091
C 4.945 -1.612 4.133
O -3.439 0.425 2.915
H -5.091 2.651 -0.601
```

Atomic partial charges in e from the natural (NBO) method, atoms 1 to 6:
1 H 0.1957
2 H 0.1784
3 C -0.2582
4 As 0.9861
5 S 2.3443
6 Se 0.8800

Entry b
The following is a quantum chemistry calculation of a structure of composition C23H25As2BCrF7N4O3S3Se, from the OMol25 dataset.

Orbital gap (alpha / beta) = 4.85 / 6.48 eV
Lowest unoccupied orbital energy (alpha / beta) = 4.4 / 4.1 eV
Expectation value of S² = 8.84
2S+1 = 6
HOMO energy (alpha / beta) = -0.015 / -0.088 Eh
Net charge = -2

XYZ file:
```
70
C23H25As2BCrF7N4O3S3Se | the OMol25 dataset | the ωB97M-V functional and the def2-TZVPD basis
H -3.084 0.442 -2.118
C -1.274 2.911 -3.650
H 0.313 -4.406 -2.870
C -1.688 -4.001 -0.418
H 2.036 -4.787 -2.608
C -3.647 3.241 -3.960
Se 1.014 2.034 -3.011
H 2.789 -1.716 1.039
H -4.472 3.814 -4.367
N -0.437 1.093 -2.376
H 2.754 -0.780 2.543
F 3.890 -0.624 -1.307
C -1.490 -4.781 1.846
Cr -0.177 0.228 -0.509
C -0.241 -0.757 3.417
H 0.872 -4.990 -1.282
C 2.257 -1.564 1.974
H -2.646 -5.761 0.324
H 2.659 -2.363 -3.793
C -0.868 -2.899 -0.151
C -0.419 -2.023 -1.288
O -2.152 0.079 -0.110
H 3.958 2.901 4.033
H 2.889 5.972 2.051
O -3.061 -1.178 1.782
H 4.449 5.144 2.141
C 1.132 -4.383 -2.148
O -4.526 -0.292 0.017
F -2.473 1.592 2.521
H -1.273 -1.083 3.466
C 1.810 -1.816 -3.377
N 1.469 1.519 2.251
F 3.720 1.643 -1.530
C -2.001 -4.923 0.564
H 2.223 -2.496 2.543
H 0.382 -1.326 4.111
As 0.419 -1.034 1.606
S -0.125 2.528 0.365
C -0.403 -2.738 1.162
C -1.541 1.748 -2.858
C -3.513 1.362 1.726
C 2.455 1.646 3.124
C 1.145 2.609 1.531
C -3.903 2.082 -3.216
F -3.700 2.418 0.935
H 2.704 0.755 3.698
F 1.910 0.453 -0.687
B 3.416 0.551 -0.752
C -2.350 3.650 -4.179
N 0.016 3.241 -3.865
F 3.844 0.706 0.555
N 1.771 3.800 1.650
S -1.438 -1.869 -2.627
As 1.508 -2.518 -1.584
H -0.170 0.305 3.637
F -4.602 1.250 2.523
H -4.924 1.757 -3.052
H -0.345 -3.532 3.152
H 2.066 -0.760 -3.330
H 0.919 -1.950 -3.991
C -2.870 1.339 -2.678
S -3.306 -0.197 0.761
H -2.124 4.538 -4.757
C -0.701 -3.679 2.137
C 2.755 3.901 2.522
H 3.595 5.545 3.632
H -2.076 -4.117 -1.422
C 3.461 5.226 2.597
H -1.727 -5.504 2.618
C 3.148 2.825 3.321
```

Atomic partial charges in e from the natural (NBO) method, atoms 1 to 6:
1 H 0.2399
2 C 0.0573
3 H 0.2140
4 C -0.2022
5 H 0.2074
6 C -0.2547

So which one is most stable? That would be entry b, about 1.753 eV below the next structure.

Entry a
The following is a quantum chemistry calculation of the molecule C3H9N, from the OMol25 dataset.

Orbital gap = 10.43 eV
Lowest unoccupied orbital energy = 1.2 eV
SMILES = CC(C)N
HOMO energy = -0.339 Eh
Net charge = 0

XYZ file:
```
13
C3H9N | the OMol25 dataset | the ωB97M-V functional and the def2-TZVPD basis
H -1.114 -1.673 -0.711
H 1.377 -1.688 0.402
H 0.713 -0.705 1.706
N -1.176 -0.681 -0.463
H 0.851 1.944 0.228
C 1.103 -0.657 0.651
H 0.569 -0.162 -1.402
H 2.015 -0.033 0.711
C 0.127 -0.039 -0.376
H -1.677 -0.685 0.410
H -0.704 1.422 0.942
C -0.091 1.424 0.008
H -0.629 1.978 -0.744
```

Atomic partial charges in e from the natural (NBO) method, atoms 1 to 6:
1 H 0.3540
2 H 0.2058
3 H 0.2010
4 N -0.8355
5 H 0.2064
6 C -0.6280

Entry b
The following is a quantum chemistry calculation of a cluster of 2 separate species, C3H9N in total, from the OMol25 dataset.

Orbital gap = 11.39 eV
Lowest unoccupied orbital energy = 1.2 eV
SMILES = C=N.CC
HOMO energy = -0.375 Eh
Net charge = 0

XYZ file:
```
13
C3H9N | the OMol25 dataset | the ωB97M-V functional and the def2-TZVPD basis
H 4.233 1.454 1.855
N 5.282 2.902 2.759
H -3.123 0.139 -2.012
H -3.294 -0.413 -0.366
H -3.403 -2.729 -1.117
C -3.206 -1.994 -1.897
H 5.431 3.150 1.782
C 4.678 1.782 2.799
H -4.045 -1.979 -2.594
H -2.453 -2.473 -2.538
C -2.819 -0.649 -1.318
H -1.764 -0.478 -1.098
H 4.484 1.290 3.745
```

Atomic partial charges in e from the natural (NBO) method, atoms 1 to 6:
1 H 0.1484
2 N -0.5844
3 H 0.2043
4 H 0.2057
5 H 0.2045
6 C -0.6178

So which one is most stable? That would be entry a, about 1.217 eV below the next structure.

Entry a
The following is a quantum chemistry calculation of a structure of composition C3H9N, from the OMol25 dataset.

Orbital gap = 8.27 eV
Lowest unoccupied orbital energy = -0.1 eV
HOMO energy = -0.308 Eh
Net charge = 0

XYZ file:
```
13
C3H9N | the OMol25 dataset | the ωB97M-V functional and the def2-TZVPD basis
H 0.000 -2.509 -0.130
H -2.742 2.201 -1.193
C 0.927 0.061 0.337
H 3.397 -2.422 -4.773
N 0.055 -0.737 0.921
H 1.998 -0.114 0.617
H -1.049 2.596 -0.869
H -2.435 3.452 -0.009
H -2.069 1.762 0.346
H 3.288 -2.002 -4.180
C 0.609 -1.889 0.528
C -2.034 2.529 -0.418
H 1.655 -2.170 0.654
```

Atomic partial charges in e from the natural (NBO) method, atoms 1 to 6:
1 H 0.1884
2 H 0.2059
3 C 0.0274
4 H 0.0023
5 N -0.4110
6 H 0.1350

Entry b
The following is a quantum chemistry calculation of a structure of composition C3H9N, from the OMol25 dataset.

Orbital gap = 8.14 eV
Lowest unoccupied orbital energy = 0.5 eV
HOMO energy = -0.281 Eh
Net charge = 0

XYZ file:
```
13
C3H9N | the OMol25 dataset | the ωB97M-V functional and the def2-TZVPD basis
H 1.012 -1.847 0.573
C -0.731 -0.914 -0.392
H 0.311 2.037 -0.810
H -0.431 1.787 -2.184
C 0.355 -0.980 0.496
H 1.226 0.078 2.268
N 0.093 1.293 -1.471
H -0.552 0.427 -0.921
H -0.432 0.601 1.679
C 0.470 0.019 1.484
H -0.620 -1.593 -1.227
H -1.677 -1.165 0.109
H 0.976 0.257 0.396
```

Atomic partial charges in e from the natural (NBO) method, atoms 1 to 6:
1 H 0.2386
2 C -0.7389
3 H 0.3315
4 H 0.3530
5 C -0.1067
6 H 0.2329

So which one is most stable? That would be entry b, about 1.294 eV below the next structure.